(1)
Formula: C5H6O3
Source: the Open Molecules 2025 dataset
Level of theory: the ωB97M-V functional and the def2-TZVPD basis

The geometry in XYZ format:
```
14
Properties=species:S:1:pos:R:3:forces:R:3:mulliken_charge:R:1
C 0.3563 1.1566 -0.7984 0.05 -0.35 0.18 -0.94
C 0.4266 0.5110 0.3678 -0.59 0.67 0.39 0.95
C 1.4334 0.8297 1.4264 0.34 -0.43 0.01 -1.20
C -0.7718 -0.2634 0.8320 -0.24 1.07 -0.06 -0.15
O -0.9141 -0.6886 1.9515 0.29 -0.29 -0.15 -0.51
H 1.1229 1.8489 -1.1075 0.17 0.10 0.02 0.26
H -0.4682 1.0334 -1.4802 -0.19 -0.22 -0.09 0.26
H 1.7926 -0.0934 1.8779 0.18 0.01 0.07 0.30
H 2.2681 1.4046 1.0354 0.09 -0.06 -0.11 0.38
H 0.9893 1.4070 2.2367 -0.21 -0.02 -0.03 0.28
H -1.6312 -0.2137 0.1358 0.14 -0.39 -0.11 0.39
O -1.3132 -3.4309 -2.2568 -0.09 -0.66 0.97 -0.34
C -1.5537 -2.3167 -2.0686 0.54 -0.67 -1.96 0.69
O -1.7370 -1.1846 -2.1520 -0.48 1.25 0.87 -0.34
```
Positions in Å, forces in eV/Å.

Properties
* calculated total energy: -419.837473 hartree
* LUMO energy: 0.0103 Eh
* SMILES: C=C(C)C=O.O=C=O
* multiplicity: 1

(2)
Formula: C5H14O
Source: the Open Molecules 2025 dataset
Level of theory: the ωB97M-V functional and the def2-TZVPD basis

The geometry in XYZ format:
```
20
Properties=species:S:1:pos:R:3:forces:R:3:mulliken_charge:R:1
C -1.4209 -0.2654 -0.8209 1.17 -0.44 -1.17 -0.35
C -1.4033 -1.7841 -0.7366 0.85 0.52 -2.57 -0.48
C 0.0264 -2.3075 -0.8751 -0.95 -1.17 -0.41 -1.01
H -0.3380 0.0254 -0.7642 -1.50 0.21 -0.80 -0.41
H -1.9517 0.0010 -1.8182 0.93 0.42 2.20 0.33
H -1.7922 0.0473 0.1141 -1.25 1.36 0.60 0.15
H -1.9413 -2.0362 -1.6254 -0.40 -0.94 -0.57 0.23
H -1.9701 -2.1839 0.0431 -0.56 -0.63 1.57 0.48
H 0.0254 -3.2560 -1.5156 0.45 0.98 1.48 0.31
H 0.4299 -2.3412 0.1323 0.47 -0.82 -0.01 0.27
H 0.6134 -1.5685 -1.3862 0.32 0.22 -0.54 0.31
C 0.6419 1.5783 1.7396 1.29 -0.17 1.16 -1.32
C 1.0332 1.8391 0.3227 0.19 -0.60 -0.92 0.19
O 2.4027 2.1676 0.1181 -0.83 0.46 -1.20 -0.53
H 0.8082 2.4371 2.3772 0.00 0.28 0.25 0.40
H 1.0921 0.6889 2.2404 0.37 0.61 -0.67 0.35
H -0.3700 1.3254 1.7824 -1.92 -0.05 -0.05 0.39
H 0.9393 0.8562 -0.1529 -0.39 0.69 -0.47 0.13
H 0.4002 2.6459 -0.1388 0.44 -0.98 0.29 0.25
H 2.7749 2.1307 0.9639 1.32 0.07 1.81 0.30
```
Positions in Å, forces in eV/Å.

Properties
* calculated total energy: -274.070624 hartree
* LUMO energy: 0.0350 Eh
* SMILES: CCC.CCO
* multiplicity: 1

(3)
Formula: C24H44LiN2O16
Source: the Open Molecules 2025 dataset
Level of theory: the ωB97M-V functional and the def2-TZVPD basis

The geometry in XYZ format:
```
87
Properties=species:S:1:pos:R:3:forces:R:3:mulliken_charge:R:1
C 1.5970 1.6676 5.3023 -1.11 0.77 2.18 -1.07
C 1.8402 2.1413 3.8633 -3.51 -0.45 1.45 -0.63
N 1.2680 3.5483 3.5253 -0.07 0.53 -2.04 0.22
C -0.2023 3.5733 3.4719 0.51 6.87 1.74 -1.14
C 1.7481 4.5948 4.5007 0.05 -1.92 4.19 -0.34
C 3.2585 4.6619 4.8868 -2.06 2.65 1.00 -1.32
C 1.7357 3.9637 2.0539 -4.16 -2.96 1.09 -1.60
C 1.5733 2.9375 0.9729 6.22 1.27 -0.59 -0.24
O 1.8965 3.6862 -0.3062 0.82 -0.16 3.83 -0.48
C 1.6459 2.9516 -1.4714 2.43 4.01 0.25 -0.87
H 1.7937 0.7523 5.8868 -0.06 -1.48 -2.40 0.40
H 0.5143 1.8021 5.6159 1.30 0.45 -0.28 0.29
H 2.3007 2.0655 6.0536 -0.55 1.81 -0.49 0.23
H 1.4937 1.4703 3.1069 -0.51 -0.40 -0.35 0.25
H 2.7659 2.4009 3.6636 5.10 0.12 -0.57 0.70
H -0.6298 2.8397 2.9363 -1.25 -2.61 -1.87 0.37
H -0.5571 4.7541 3.0489 1.03 -3.76 1.08 0.32
H -0.4291 3.6215 4.5198 -1.13 -0.50 0.32 0.59
H 1.0734 4.5417 5.5054 1.67 -0.70 -2.15 0.34
H 1.5269 5.5688 4.3054 -1.17 2.41 -2.21 0.64
H 3.9106 4.3609 4.1400 1.31 0.11 -1.76 0.37
H 3.5041 4.0825 5.7009 0.20 -1.78 1.84 0.41
H 3.4570 5.7240 5.3377 -0.23 -1.73 -1.52 0.31
H 2.6531 4.1818 2.1353 7.11 1.77 0.78 0.72
H 1.2219 4.7820 1.7334 -1.70 2.52 -0.14 0.49
H 0.6165 2.7896 0.9503 -5.61 -2.24 -0.56 0.64
H 2.2674 2.0934 1.3418 -1.22 0.65 -1.89 0.22
H 2.2931 2.2045 -1.5937 3.06 -2.83 -0.81 0.49
H 1.5484 3.6138 -2.2930 0.44 0.74 -0.76 0.44
H 0.7889 2.5743 -1.3309 -6.82 -3.26 0.52 0.22
Li -2.2722 -0.5818 2.4664 0.95 -0.05 -1.04 0.88
N -0.4294 -0.2998 0.7030 0.08 -1.07 -2.42 0.92
O -0.1799 -0.1460 1.9020 -0.53 0.52 2.05 -0.89
O 0.4766 -0.2178 -0.1340 -1.69 0.09 0.76 -0.27
O -1.6521 -0.6279 0.3886 1.13 0.58 0.78 -0.60
C -0.1601 -0.3751 -3.6131 -0.87 -4.91 -1.05 -0.96
C -0.9235 0.7111 -4.2875 5.30 2.72 7.24 -0.22
C -1.5493 1.6772 -3.2135 4.00 -1.71 1.43 0.10
O -0.8027 2.8943 -3.5458 -2.75 -0.08 3.06 -0.43
C -0.1173 2.7621 -4.6489 2.30 3.27 -0.35 0.62
O 0.5429 3.6897 -5.0903 -1.07 -1.83 0.17 -0.60
O -0.1620 1.5424 -5.0569 1.27 -1.18 -3.21 -0.43
H -0.8342 -1.2108 -3.1615 0.34 1.74 -1.12 0.02
H 0.4558 -0.2927 -2.8273 1.97 2.27 3.45 0.25
H 0.5690 -1.0467 -4.1282 -0.92 0.71 -1.30 0.50
H -1.6041 0.2644 -4.7215 -6.70 -3.75 -5.21 0.81
H -1.3941 1.2420 -2.0777 -0.03 1.56 -2.82 -0.24
H -2.5474 1.6851 -3.4133 -2.89 1.11 -0.30 0.53
C -6.0964 0.8372 -0.6247 -1.04 -3.20 -0.82 -1.26
C -5.0362 -0.2948 -0.7444 1.11 1.03 1.37 0.86
C -5.4257 -1.8022 -0.6531 -1.72 0.37 2.10 -0.24
O -4.5582 -2.4318 -1.6192 -1.01 0.52 -0.16 -0.27
C -4.1291 -1.4979 -2.4948 2.89 -1.07 -4.60 0.60
O -3.4966 -1.7552 -3.5878 -3.11 1.33 5.58 -0.61
O -4.4179 -0.2590 -2.0608 0.27 0.06 0.64 -0.32
H -6.9209 0.5361 -1.3736 0.71 0.64 1.60 0.31
H -5.7809 1.8174 -0.9094 0.69 0.44 0.02 0.37
H -6.3434 0.7657 0.4588 -0.66 0.47 -0.90 0.36
H -4.3253 -0.0525 0.2098 -0.54 -0.61 -2.72 -0.26
H -6.6685 -1.9041 -0.7757 3.54 -0.31 -0.16 0.25
H -5.0826 -2.1997 0.3896 -1.05 0.43 -1.97 0.21
C 3.3328 -1.7796 -0.9814 4.75 -2.91 -0.36 -1.28
C 3.1491 -3.2004 -1.5825 0.70 3.92 0.49 0.78
C 4.3807 -3.8877 -2.0668 0.28 -2.56 0.76 -0.42
O 4.3392 -5.0807 -1.2321 0.81 -0.81 -2.24 -0.37
C 3.2569 -5.1514 -0.5399 0.35 -2.36 4.21 0.64
O 3.1497 -6.0644 0.2800 -1.44 2.15 -1.74 -0.61
O 2.5545 -3.9971 -0.6301 -0.92 -1.90 1.00 -0.27
H 2.5554 -1.4609 -0.4541 -3.52 0.91 2.36 0.06
H 3.4971 -1.0529 -1.7148 0.51 0.97 -1.43 0.44
H 4.2557 -1.8176 -0.3099 -1.17 0.23 -0.70 0.38
H 2.4993 -3.0775 -2.3764 -1.59 -0.04 -1.79 0.15
H 5.3652 -3.6989 -1.7311 1.03 2.27 -0.48 0.27
H 4.3353 -4.1964 -3.1060 0.10 0.15 -0.12 0.28
C -0.8791 -4.7315 0.6471 -4.56 0.29 -1.27 -1.22
C -1.6074 -4.4193 -0.6848 -3.32 -0.10 0.05 0.67
C -0.8534 -3.5077 -1.7192 -1.19 1.40 4.12 1.69
O -0.4540 -4.3018 -2.7194 0.90 -3.45 -1.73 -0.38
C -1.0858 -5.5757 -2.5695 1.19 -1.50 -5.21 0.52
O -1.1306 -6.5098 -3.3570 1.42 2.51 0.63 -0.60
O -1.7689 -5.6277 -1.5310 -1.91 1.21 5.47 -0.34
H -0.8823 -3.8390 1.2154 -0.08 0.78 0.92 0.30
H 0.0248 -4.9217 0.3364 5.40 -1.14 -1.05 0.27
H -1.2655 -5.6150 1.1416 -0.34 0.17 0.21 0.35
H -2.7581 -4.0794 -0.4553 2.88 -0.61 -0.75 -0.10
H -0.0846 -3.0058 -1.0764 0.12 -0.28 -1.18 0.01
H -1.5347 -2.7791 -2.1017 -0.44 0.72 -0.14 -1.17
```
Positions in Å, forces in eV/Å.

Properties
* charge: +1
* calculated total energy: -2261.068985 hartree
* LUMO energy: -0.1601 Eh
* multiplicity: 1

Which formula does entry 1 have?
C5H6O3